Here is an isolated molecule of C4H8O2SSi from OMol25. Energies are from the ωB97M-V functional and the def2-TZVPD basis.

Calculated values
**Total charge**: 0
**Total energy**: -995.3552 hartree
**E_LUMO (spin up / spin down)**: -1.35 / -2.62 eV
**2S+1**: 1
**HOMO-LUMO gap (spin up / spin down)**: 8.698 / 6.866 eV
**Strongest force on any atom**: 3.2 eV Å⁻¹

Element x y z (Å)
1 S -1.23 1.50 1.36
2 Si -0.54 0.38 -0.32
3 O 1.11 0.65 -0.26
4 O 3.20 1.09 0.26
5 C 1.96 -0.22 1.75
6 C -1.31 0.85 -1.95
7 C 2.16 0.57 0.58
8 C -1.06 -1.42 0.17
9 H -2.37 0.69 -1.87
10 H -1.98 -1.66 -0.45
11 H -0.27 -2.12 0.13
12 H -0.91 0.23 -2.83
13 H 1.14 -0.95 1.90
14 H 2.77 -0.27 2.57
15 H -1.49 -1.25 1.18
16 H -1.19 1.93 -2.22

***

Here is an isolated molecule of C17H20Cl2FN5O3 from OMol25. Energies are from the ωB97M-V functional and the def2-TZVPD basis.

Calculated values
**Total charge**: 0
**Total energy**: -2179.4155 hartree
**E_LUMO**: 0.10 eV
**2S+1**: 1
**HOMO-LUMO gap**: 8.126 eV
**Strongest force on any atom**: 6.5 eV Å⁻¹

Element x y z (Å)
1 Cl -4.21 0.99 0.25
2 Cl -1.84 1.53 -8.04
3 F 1.44 0.54 7.66
4 O 1.22 -0.21 -0.34
5 O 0.61 -0.31 4.84
6 O 0.14 2.77 -3.75
7 N -0.22 0.29 -2.57
8 N -0.46 -0.07 1.09
9 N -1.05 2.05 -5.67
10 N -1.63 -0.18 -5.96
11 N -2.15 0.36 -1.24
12 C 2.17 0.57 6.54
13 C -0.85 0.14 -1.35
14 C 1.68 -2.90 1.63
15 C -1.87 0.04 1.23
16 C -2.62 0.38 0.06
17 C 1.24 -3.00 3.12
18 C -1.50 -1.77 -4.22
19 C -1.29 -0.39 -4.67
20 C 0.95 3.69 -4.53
21 C 0.25 -0.64 2.32
22 C -0.31 -0.20 3.70
23 C 1.50 0.80 5.17
24 C -0.81 0.66 -3.79
25 C -1.50 1.04 -6.39
26 C 0.41 -2.25 2.11
27 C -0.69 1.94 -4.38
28 C 0.05 -0.06 -0.15
29 H 1.74 4.13 -3.83
30 H 1.58 -3.61 0.74
31 H -2.32 -1.76 -3.45
32 H 0.85 1.73 5.20
33 H -0.77 0.80 3.77
34 H -0.56 -2.00 -3.68
35 H 2.26 0.92 4.37
36 H -1.50 -2.46 -5.02
37 H 1.31 -0.29 2.26
38 H -1.23 -0.77 3.91
39 H 1.38 3.21 -5.42
40 H 2.95 1.32 6.70
41 H 2.62 -0.44 6.54
42 H -2.49 -0.12 2.01
43 H 0.31 4.47 -4.93
44 H -0.56 -2.65 1.81
45 H 0.73 0.54 -2.46
46 H 2.59 -2.33 1.46
47 H 1.64 -2.53 3.99
48 H 0.79 -3.98 3.36

***

Here is an isolated molecule of C5H10O from OMol25. Energies are from the ωB97M-V functional and the def2-TZVPD basis.

Calculated values
**Total charge**: 0
**Total energy**: -271.5786 hartree
**E_LUMO (spin up / spin down)**: 0.94 / 0.56 eV
**2S+1**: 1
**HOMO-LUMO gap (spin up / spin down)**: 8.669 / 7.580 eV
**Strongest force on any atom**: 2.7 eV Å⁻¹

Element x y z (Å)
1 O 0.43 -0.64 0.95
2 C -0.19 -0.93 -0.32
3 C -1.10 -2.12 -0.17
4 C 1.05 1.44 -0.91
5 C 0.01 0.59 1.26
6 C 0.36 1.79 0.27
7 H 0.03 0.79 2.32
8 H 0.64 1.65 -1.89
9 H -1.60 -2.29 -1.13
10 H -0.54 -3.02 0.11
11 H -0.85 -0.07 -0.42
12 H -1.85 -1.90 0.59
13 H 0.58 -1.09 -1.08
14 H 1.06 2.26 0.99
15 H 2.03 0.97 -0.84
16 H -0.50 2.47 0.17

***

Here is a structure of composition C22H29FeN9O2S3Sb from OMol25. Energies are from the ωB97M-V functional and the def2-TZVPD basis.

Calculated values
**Total charge**: +1
**Total energy**: -4197.5813 hartree
**E_LUMO**: -1.94 eV
**2S+1**: 1
**HOMO-LUMO gap**: 7.830 eV
**Strongest force on any atom**: 1.1 eV Å⁻¹

Element x y z (Å)
1 Sb -2.97 -0.43 2.04
2 Fe -1.10 1.08 -0.07
3 S -3.72 -1.49 -0.03
4 S -1.63 -1.25 0.09
5 S -2.99 1.78 1.46
6 O 0.11 0.89 1.56
7 O 0.30 -0.03 3.55
8 N 2.31 2.01 -1.97
9 N -2.25 1.70 -1.61
10 N 1.34 -1.20 0.32
11 N 0.37 1.08 -1.43
12 N -1.02 -2.78 5.06
13 N -0.62 3.09 0.03
14 N 1.16 -2.22 4.68
15 N 0.63 -4.38 5.35
16 N -3.02 3.42 -2.77
17 C 2.87 -1.12 2.28
18 C 1.07 0.19 -2.24
19 C 1.41 -1.16 1.77
20 C -3.78 -0.28 -4.35
21 C 3.21 0.12 -3.42
22 C 0.76 3.29 -0.44
23 C -2.90 1.21 -2.73
24 C -2.32 3.00 -1.68
25 C 0.28 -3.12 5.02
26 C 1.63 -1.73 -3.50
27 C 1.14 2.12 -1.30
28 C -4.30 0.81 -5.07
29 C 0.72 -1.08 -2.69
30 C -1.67 3.88 -0.65
31 C 0.56 0.01 2.32
32 C 2.29 0.77 -2.60
33 C -3.08 -0.10 -3.17
34 C 2.85 -1.14 -3.86
35 C -4.12 2.11 -4.64
36 C -3.41 2.28 -3.46
37 C 3.18 -1.23 3.77
38 C 2.58 -2.45 4.48
39 H 3.53 -1.68 -4.50
40 H -3.23 4.38 -3.01
41 H 3.08 -2.59 5.45
42 H -0.67 3.26 1.03
43 H 4.26 -1.28 3.89
44 H 1.86 -0.42 -0.08
45 H 2.74 -3.35 3.88
46 H -3.94 -1.28 -4.72
47 H -1.73 -3.48 5.14
48 H -1.29 -1.89 4.66
49 H 2.85 -0.33 4.30
50 H 3.39 -1.94 1.76
51 H -0.22 -1.52 -2.40
52 H -1.28 4.80 -1.10
53 H 1.39 -2.71 -3.88
54 H -2.42 4.16 0.10
55 H -4.85 0.62 -5.98
56 H 3.32 -0.20 1.91
57 H 3.03 2.71 -2.05
58 H 4.15 0.57 -3.70
59 H 1.60 -4.60 5.48
60 H -4.52 2.95 -5.20
61 H 0.87 4.23 -0.99
62 H -0.04 -5.01 5.73
63 H 1.74 -2.06 -0.04
64 H 1.43 3.32 0.42
65 H 0.92 -2.07 2.12
66 H -2.69 -0.94 -2.62
67 H 0.80 -1.28 4.30

***

- What is the total charge in the first record?
  0